Molecular formula: C27H29N3O6
Method: DFT, ωB97M-V/def2-TZVPD

Results
Lowest unoccupied orbital energy in Eh: 0.0164
F_max in eV Å⁻¹: 0.50
Relative energy (zero: lowest compared OMol25 entry of this formula, charge and spin) in eV: 0.570
Electronic energy in eV: -45225.2264
SMILES: COc1ccc([C@H]2[C@H](C(=O)Nc3cccc(C)n3)c3cc(OC)c(OC)cc3C(=O)N2C)cc1OC
HOMO-LUMO gap in eV: 8.41
HOMO energy in eV: -8.0

Geometry as XYZ:
```
65
Properties=species:S:1:pos:R:3:lowdin_charge:R:1
C 6.275 2.456 -0.802 -0.084
O 5.034 3.114 -0.864 -0.065
C 3.951 2.499 -0.317 -0.201
C 3.957 1.260 0.298 0.003
C 2.791 0.720 0.826 -0.009
C 1.602 1.415 0.747 -0.168
C 0.299 0.845 1.276 -0.195
C -0.450 0.130 0.130 -0.110
C -1.902 -0.113 0.561 -0.401
O -2.200 -0.864 1.458 0.118
N -2.802 0.619 -0.158 0.158
C -4.190 0.661 -0.037 -0.281
C -4.918 -0.098 0.875 0.003
C -6.294 0.056 0.871 -0.055
C -6.883 0.940 -0.018 -0.041
C -6.068 1.654 -0.892 -0.339
C -6.641 2.624 -1.877 -0.040
N -4.751 1.510 -0.893 0.151
C 0.194 -1.195 -0.146 -0.128
C 0.195 -1.747 -1.422 0.058
C 0.743 -2.998 -1.652 -0.180
O 0.802 -3.614 -2.862 -0.057
C 0.259 -2.955 -3.979 -0.082
C 1.292 -3.728 -0.571 -0.184
O 1.799 -4.950 -0.884 -0.062
C 2.320 -5.735 0.162 -0.078
C 1.280 -3.171 0.692 0.071
C 0.736 -1.906 0.911 -0.081
C 0.764 -1.360 2.290 -0.415
O 1.041 -2.050 3.256 0.067
N 0.490 -0.034 2.403 -0.059
C 0.551 0.594 3.699 -0.011
C 1.585 2.667 0.133 0.033
C 2.736 3.219 -0.398 -0.191
O 2.815 4.432 -1.010 -0.063
C 1.652 5.216 -1.097 -0.084
H 6.252 1.501 -1.336 0.097
H 6.590 2.286 0.232 0.097
H 6.984 3.124 -1.289 0.094
H 4.871 0.694 0.378 0.107
H 2.830 -0.245 1.303 0.118
H -0.328 1.680 1.622 0.160
H -0.419 0.766 -0.759 0.147
H -2.471 1.233 -0.891 0.141
H -4.420 -0.773 1.547 0.098
H -6.901 -0.512 1.560 0.109
H -7.953 1.077 -0.041 0.109
H -5.841 3.072 -2.458 0.072
H -7.190 3.408 -1.358 0.080
H -7.332 2.117 -2.547 0.080
H -0.238 -1.184 -2.234 0.114
H 0.412 -3.630 -4.819 0.095
H -0.814 -2.770 -3.856 0.098
H 0.771 -2.008 -4.178 0.097
H 3.180 -5.253 0.637 0.098
H 2.638 -6.667 -0.302 0.094
H 1.560 -5.947 0.921 0.100
H 1.680 -3.687 1.550 0.117
H 0.772 -0.181 4.431 0.089
H -0.408 1.058 3.941 0.095
H 1.337 1.353 3.721 0.097
H 0.652 3.208 0.083 0.112
H 0.873 4.721 -1.688 0.095
H 1.954 6.133 -1.600 0.095
H 1.254 5.462 -0.107 0.097
```